Record 1
Formula: C3H6BrCl3Si
Source: the OMol25 dataset
Level of theory: ωB97M-V with the def2-TZVPD basis set

Values from the calculation:
E_HOMO ... -9.94 eV
Electronic energy ... -118699.4173 eV
Energy above the lowest of the compared OMol25 structures with the same formula, charge and spin ... 0.5738 eV
LUMO ... 0.0190 Eh
Gap between HOMO and LUMO ... 0.384 Ha

XYZ file:
```
14
Properties=species:S:1:pos:R:3:forces:R:3:lowdin_charge:R:1
Br 0.57480 -2.21115 0.19922 0.111 0.078 0.397 0.6074
Cl 3.55304 -0.63081 -0.77325 1.295 -0.664 -0.862 0.4277
Cl 1.82894 2.27243 -0.71069 0.431 1.182 -0.790 0.3906
Cl 2.31091 0.64746 1.93022 0.784 0.220 2.861 0.4439
Si 2.13150 0.43702 0.01895 -2.186 0.209 -0.592 -0.9988
C -2.02531 -0.38481 -0.16409 -0.464 0.038 2.639 -0.1293
C 0.43943 -0.24938 -0.18869 0.512 -2.759 -4.916 -0.8765
C -0.80663 0.32851 0.36245 1.173 0.037 0.018 -0.4100
H -2.00546 -1.41784 0.23902 -0.209 0.450 -0.747 0.0433
H -0.77369 1.31459 -0.02224 -0.300 1.367 -0.445 0.0748
H 0.34331 -0.40636 -1.48982 0.122 0.901 3.647 0.1473
H -0.66282 0.48156 1.44560 -0.635 -0.592 -0.178 0.1164
H -2.08253 -0.31338 -1.24046 -0.236 -0.100 -0.125 0.0797
H -2.82548 0.13216 0.39377 -0.400 -0.368 -0.907 0.0834
```
Positions in Å, forces in eV/Å.


Record 2
Formula: C3H6BrF2N
Source: the OMol25 dataset
Level of theory: ωB97M-V with the def2-TZVPD basis set

Values from the calculation:
E_HOMO (spin up / spin down) ... -6.04 / -11.18 eV
Electronic energy ... -80170.3511 eV
<S²> ... 2.01
Energy above the lowest of the compared OMol25 structures with the same formula, charge and spin ... 2.6359 eV
LUMO (spin up / spin down) ... 0.0187 / -0.1118 Eh
2S+1 ... 3
Gap between HOMO and LUMO (spin up / spin down) ... 0.241 / 0.299 Ha

XYZ file:
```
13
Properties=species:S:1:pos:R:3:forces:R:3:lowdin_charge:R:1
Br 0.65244 4.94752 0.63139 -0.224 0.199 0.304 0.3644
F -1.51100 -0.25319 0.39622 0.671 1.652 -1.811 -0.0066
F 0.17960 -0.71033 -0.88603 0.000 0.412 -0.341 0.0451
N -2.69790 0.70321 -2.15325 -3.401 -1.016 0.164 0.2008
C -1.48110 0.74997 -1.89962 7.142 0.885 -1.088 -0.2306
C 0.10475 1.57173 -0.15666 0.417 1.728 1.157 -0.0674
C -0.69009 0.32830 -0.65547 -0.442 0.160 1.151 -0.4680
H -0.83864 1.05825 -2.76680 -0.086 -0.170 1.077 0.1420
H -0.46296 2.56951 -0.09380 0.307 -1.888 -0.801 0.0276
H -0.44883 4.92281 1.54898 0.293 0.013 -0.234 -0.2491
H 0.47203 1.55935 0.89233 -0.308 -1.007 -0.386 0.0757
H 1.06058 1.79746 -0.71035 -1.253 -0.595 -0.064 0.0961
H -3.26923 0.40915 -1.43097 -3.116 -0.372 0.873 0.0701
```
Positions in Å, forces in eV/Å.


Record 3
Formula: C3H6BrF2OP
Source: the OMol25 dataset
Level of theory: ωB97M-V with the def2-TZVPD basis set

Values from the calculation:
E_HOMO ... -9.66 eV
Electronic energy ... -90020.5213 eV
Structure (SMILES) ... CCOPC(F)(F)Br
Energy above the lowest of the compared OMol25 structures with the same formula, charge and spin ... 1.6285 eV
LUMO ... 0.0249 Eh
Gap between HOMO and LUMO ... 0.380 Ha

XYZ file:
```
14
Properties=species:S:1:pos:R:3:forces:R:3:lowdin_charge:R:1
Br -2.39270 1.49282 -0.62837 -0.195 0.857 -0.082 0.7781
P -0.45276 -1.02181 -1.01205 -1.080 1.030 -1.087 0.9300
F -1.94228 -0.41264 1.15452 -0.369 -0.161 0.957 0.0320
F -3.12097 -1.10005 -0.68576 1.863 1.493 1.306 -0.1775
O 0.36977 -1.09656 0.32854 1.553 -0.445 0.948 -0.4508
C 1.42107 -0.16604 0.61518 0.087 -1.498 2.714 -0.2900
C -1.97320 -0.27309 -0.13556 -1.911 -2.167 -2.738 -1.0752
C 1.33172 1.12891 -0.07324 1.017 0.223 -0.342 -0.1244
H -1.00511 -2.26986 -0.90334 -0.378 -0.973 0.046 -0.0393
H 1.26881 1.09213 -1.10816 -0.549 -0.936 -2.292 0.0354
H 2.26824 1.61705 -0.07750 1.206 0.845 0.972 0.0777
H 1.29155 -0.05736 1.70919 -0.040 0.540 -0.359 0.1252
H 2.37445 -0.73894 0.64336 -0.299 0.650 -1.088 0.1285
H 0.56141 1.80546 0.17318 -0.904 0.542 1.045 0.0502
```
Positions in Å, forces in eV/Å.


Record 4
Formula: C3H6BrFO
Source: the OMol25 dataset
Level of theory: ωB97M-V with the def2-TZVPD basis set

Values from the calculation:
E_HOMO (spin up / spin down) ... -7.57 / -7.73 eV
Electronic energy ... -78011.9483 eV
Energy above the lowest of the compared OMol25 structures with the same formula, charge and spin ... 3.2326 eV
LUMO (spin up / spin down) ... 0.0241 / 0.0258 Eh
Gap between HOMO and LUMO (spin up / spin down) ... 0.302 / 0.310 Ha

XYZ file:
```
12
Properties=species:S:1:pos:R:3:forces:R:3:lowdin_charge:R:1
Br 1.30901 0.29876 -2.24086 0.083 0.149 0.143 0.6469
F 2.19029 1.57890 0.02973 0.075 0.408 -0.453 -0.0828
O -1.65441 0.53643 0.08925 -1.889 0.622 -0.862 0.0108
C -0.59786 0.12129 0.73553 3.105 -2.502 -4.362 -0.2463
C 1.05880 1.33427 -0.65386 -0.127 -4.654 2.608 -0.6395
C -0.22235 -1.35001 0.49993 0.974 1.261 5.085 -0.0873
H 0.41048 2.08987 -0.81482 -1.488 2.942 -0.550 -0.0075
H -0.98801 -2.03834 0.98579 1.052 0.789 -0.143 0.1058
H -0.45131 0.43553 1.68166 0.248 1.642 2.896 0.0787
H -0.22916 -1.58553 -0.46971 0.182 -0.763 -4.033 -0.0202
H 0.85670 -1.47923 0.91511 -2.009 -0.191 -0.609 0.1228
H -1.68218 0.05806 -0.75778 -0.205 0.297 0.280 0.1185
```
Positions in Å, forces in eV/Å.